Here is a structure of composition C35H48FN9O4PSTeTi from OMol25. Energies are from ωB97M-V with the def2-TZVPD basis set.

Positions of all 101 atoms, in Å:
Ti1 -0.4076 0.2618 -0.0230
N1 2.4654 -0.8714 -2.3000
N2 2.8309 -2.0375 -1.6295
C1 2.4389 -2.3344 -0.3769
N3 2.9953 -3.5039 0.0855
S1 1.5298 -1.4602 0.7140
H1 1.9006 -1.1031 -3.1071
H2 3.2934 -0.3754 -2.6113
H3 3.5212 -2.6341 -2.0573
H4 3.8841 -3.7826 -0.3051
H5 2.9415 -3.6035 1.0868
C2 -1.8151 2.1074 -6.9174
C3 -2.7413 0.9864 -6.4665
C4 -2.7665 -0.1084 -7.5267
C5 -3.2357 -1.4460 -6.9736
C6 -2.3235 -1.8563 -5.8557
C7 -1.8802 -3.1339 -5.6947
C8 -1.0622 -3.4497 -4.5994
F1 -0.6115 -4.7027 -4.4804
C9 -0.7418 -2.5378 -3.6494
C10 -1.2040 -1.2232 -3.7936
C11 -0.9982 -0.2452 -2.7494
O1 -0.4162 -0.5558 -1.6971
C12 -1.5765 1.0321 -2.9408
C13 -2.1775 1.3274 -4.1283
N4 -2.2968 0.4586 -5.1286
C14 -1.9227 -0.8662 -4.9310
C15 -1.6587 2.0134 -1.8005
O2 -1.6843 3.2029 -1.9463
O3 -1.8002 1.3841 -0.6399
H6 -2.1491 2.4860 -7.8847
H7 -0.7959 1.7271 -7.0250
H8 -1.7930 2.9421 -6.2158
H9 -3.7457 1.3872 -6.3362
H10 -1.7572 -0.2331 -7.9296
H11 -3.4098 0.2246 -8.3395
H12 -3.2434 -2.2061 -7.7535
H13 -4.2591 -1.3512 -6.5959
H14 -2.1537 -3.9047 -6.4064
H15 -0.1426 -2.8151 -2.7898
H16 -2.6297 2.3014 -4.2745
C16 6.3416 1.6565 7.6546
C17 5.3875 1.4038 6.5100
C18 4.7817 0.1683 6.3287
C19 3.8657 -0.0622 5.2986
C20 3.2672 -1.4413 5.1562
C21 3.5241 0.9786 4.4143
Te1 1.9775 0.7180 2.9945
C22 4.1888 2.2130 4.5443
C23 3.9578 3.3629 3.5919
C24 5.0926 2.4048 5.5915
H17 6.5017 0.7498 8.2413
H18 5.9527 2.4262 8.3268
H19 7.3131 2.0035 7.2923
H20 5.0197 -0.6439 7.0132
H21 3.7028 -2.1300 5.8870
H22 3.4425 -1.8307 4.1484
H23 2.1827 -1.4131 5.2935
H24 3.6799 3.0047 2.6027
H25 4.8625 3.9719 3.5114
H26 3.1517 4.0154 3.9489
H27 5.5803 3.3744 5.6909
N5 4.1947 1.7220 -3.4529
C25 3.4809 2.1737 -2.6537
N6 2.6857 2.6934 -1.7372
C26 1.7954 2.0897 -1.0612
N7 0.9785 1.6768 -0.3275
C27 -2.7111 3.2780 1.3299
P1 -1.4720 2.4511 2.3045
C28 -2.2543 2.2260 3.8785
C29 -0.1652 3.6280 2.4923
O4 -0.9993 1.0798 1.8175
H28 -3.0526 4.1408 1.9084
H29 -3.5496 2.6094 1.1324
H30 -2.3003 3.6103 0.3811
H31 -2.5391 3.1898 4.3088
H32 -1.5591 1.7103 4.5442
H33 -3.1519 1.6182 3.7435
H34 -0.5850 4.6312 2.6362
H35 0.4486 3.6016 1.5909
H36 0.4582 3.3363 3.3369
C30 -1.5070 -1.8158 2.2184
C31 -2.6079 -2.7839 2.7218
N8 -3.4363 -3.2537 1.6052
C32 -4.1408 -2.1127 1.0290
C33 -3.1329 -1.0232 0.5809
N9 -1.7300 -1.5080 0.7652
C34 -1.5981 -2.7825 0.0090
C35 -2.5742 -3.8452 0.5823
H37 -0.5195 -2.2561 2.3095
H38 -1.5059 -0.8849 2.7696
H39 -3.2650 -2.2897 3.4378
H40 -2.1686 -3.6517 3.2121
H41 -4.8270 -1.7215 1.7801
H42 -4.7324 -2.4697 0.1842
H43 -3.2416 -0.1126 1.1615
H44 -3.2664 -0.7732 -0.4684
H45 -0.5648 -3.1092 0.0863
H46 -1.8179 -2.5777 -1.0368
H47 -2.0305 -4.6738 1.0374
H48 -3.2113 -4.2533 -0.2044

Frontier orbital gap (alpha / beta) = 3.714 / 3.633 eV
M = 916.334 Da
Highest occupied orbital energy (alpha / beta) = -4.85 / -4.85 eV
2S+1 = 2
Total energy = -111928.6508 eV
Net charge = 0
Lowest unoccupied orbital energy (alpha / beta) = -1.1 / -1.2 eV
Expectation value of S² = 0.7548